No. 1
Below is a cluster of 2 separate species, C3H10N2O in total, with properties calculated with ωB97M-V/def2-TZVPD.

XYZ file:
```
16
Properties=species:S:1:pos:R:3:forces:R:3:mulliken_charge:R:1
C 0.6710 1.3053 1.8470 -0.32 0.18 0.51 -1.147
C -0.2640 0.6362 0.8768 0.80 0.51 0.15 0.791
N -1.5286 1.1974 0.6469 -0.87 -0.16 -0.33 -0.560
C 0.1479 -0.3842 0.1328 -0.40 -0.55 -0.20 -0.551
N -0.6642 -1.0041 -0.8365 0.13 0.51 -0.12 -0.527
H 1.6825 0.9081 1.7953 0.00 -0.09 -0.10 0.304
H 0.3346 1.1792 2.8870 -0.01 -0.01 -0.16 0.269
H 0.7082 2.3850 1.6782 0.05 -0.04 -0.11 0.297
H -2.1414 1.5180 1.3728 0.36 0.03 0.33 0.166
H -1.7202 1.6389 -0.2346 0.19 0.04 -0.09 0.202
H 1.1436 -0.7769 0.2221 0.26 -0.05 0.01 0.295
H -0.5970 -2.0095 -0.8487 0.01 -0.06 0.03 0.268
H -1.6108 -0.6684 -0.7255 -0.21 -0.28 -0.01 0.220
O 1.4285 -2.0644 -2.5903 0.12 -0.17 -0.36 -0.646
H 1.7125 -2.4002 -3.4515 -0.08 0.12 0.25 0.294
H 0.6976 -1.4604 -2.7718 -0.02 0.02 0.19 0.325
```
Forces are in eV/Å.

Computed properties:
Relative energy (zero: lowest compared OMol25 entry of this formula, charge and spin) = 24.14 kcal per mole
2S+1 = 1
SMILES = C/C(N)=C/N.O
Frontier orbital gap = 8.6 eV
HOMO = -7.5 eV

=====

No. 2
Below is the molecule C18H17ClF3NO3 in a non-equilibrium geometry, with properties calculated with ωB97M-V/def2-TZVPD.

XYZ file:
```
43
Properties=species:S:1:pos:R:3:forces:R:3:mulliken_charge:R:1
C 4.4285 0.1863 0.8321 -0.87 1.19 0.22 -0.772
O 3.2316 -0.6407 0.7969 -0.89 0.84 -0.31 -0.316
C 2.0380 0.0456 0.7384 1.39 1.72 0.50 -0.336
O 1.9721 1.2671 0.7362 0.19 -2.16 -0.17 -0.548
C 0.8018 -0.8820 0.7123 -0.55 -0.05 -1.12 1.418
N 0.7397 -1.5779 -0.6266 0.25 -1.23 1.67 0.052
C 0.9359 -1.0883 -1.9253 0.28 1.00 0.62 0.249
C 0.8346 0.3049 -2.2679 0.17 -1.45 -0.11 -0.028
C 1.0024 0.7423 -3.5707 0.03 -1.21 -0.16 -1.107
C 1.2686 -0.2277 -4.5477 -0.02 0.03 0.64 -0.400
C 1.3896 -1.5816 -4.2483 -0.37 0.55 0.34 -0.629
C 1.2435 -2.0084 -2.9356 -0.18 0.03 -0.25 0.484
Cl 1.3753 -3.7371 -2.5947 -0.05 0.66 0.01 -0.261
C -0.5116 -0.0860 1.0067 -0.71 0.12 -0.45 -0.020
C -1.6652 -0.2569 0.1857 1.19 0.52 1.37 -1.272
C -2.8403 0.4494 0.4261 0.59 -1.23 -0.38 1.001
C -4.0644 0.0822 -0.4108 0.37 0.77 1.54 -2.176
C -2.8684 1.3861 1.4600 0.13 0.10 -1.04 1.376
O -3.9859 2.1754 1.5625 0.61 0.21 1.11 -0.652
C -1.7511 1.5881 2.2792 -0.37 -0.41 0.64 -0.041
C -1.8290 2.5454 3.4440 0.92 -0.27 -0.13 -1.672
C -0.6167 0.8022 2.0915 0.79 -0.41 -0.55 -0.381
C 0.9536 -1.9623 1.8450 -0.44 -1.88 -1.04 0.584
F -0.2026 -2.6848 1.9714 0.72 0.80 -0.08 -0.271
F 1.9011 -2.9422 1.5693 -0.78 1.52 0.37 -0.264
F 1.2132 -1.4039 3.0202 0.26 -0.09 -0.25 -0.235
H 4.5320 0.8196 -0.0532 -0.41 -0.18 -0.05 0.312
H 4.3899 0.8787 1.6981 0.03 -0.59 -0.37 0.307
H 5.2915 -0.4423 0.8611 0.19 -0.72 0.27 0.273
H 0.9773 -2.5849 -0.5198 -0.21 1.23 -0.34 0.271
H 0.6266 1.0058 -1.5024 -0.23 0.49 0.74 0.484
H 0.8865 1.7870 -3.8587 0.11 -0.28 0.26 0.381
H 1.3826 0.0879 -5.5482 0.09 0.20 -1.03 0.409
H 1.5145 -2.3110 -5.0322 0.23 -0.04 -0.06 0.417
H -1.6462 -0.9596 -0.6177 0.12 -0.36 -0.38 0.420
H -4.8608 -0.2525 0.2761 0.11 -0.03 -0.49 0.409
H -3.8379 -0.6616 -1.1486 0.11 -0.45 -0.18 0.343
H -4.3860 0.9655 -0.9276 -0.55 0.49 -0.50 0.503
H -4.5896 1.9473 0.8623 -0.33 -0.13 -0.32 0.278
H -1.3174 3.4817 3.1748 -0.24 -0.15 0.28 0.290
H -1.3518 2.1142 4.3492 -0.18 0.28 -0.60 0.386
H -2.8575 2.7308 3.6599 -0.63 0.40 0.27 0.398
H 0.2523 0.8983 2.7772 -0.83 0.16 -0.50 0.337
```
Forces are in eV/Å.

Computed properties:
Relative energy (zero: lowest compared OMol25 entry of this formula, charge and spin) = 18.96 kcal per mole
2S+1 = 1
SMILES = COC(=O)[C@](Nc1ccccc1Cl)(c1cc(C)c(O)c(C)c1)C(F)(F)F
Frontier orbital gap = 8.9 eV
HOMO = -8.3 eV

=====

No. 3
Below is a structure of composition C5H10N2P in a non-equilibrium geometry, with properties calculated with ωB97M-V/def2-TZVPD.

XYZ file:
```
18
Properties=species:S:1:pos:R:3:forces:R:3:mulliken_charge:R:1
C 0.3991 1.0334 0.4095 -0.34 -1.75 -0.81 -0.284
C 0.3265 0.1183 -0.6392 2.21 2.96 0.27 0.569
C 1.0193 0.3477 -1.8914 -4.91 0.67 -1.74 -1.645
C -0.4827 1.3680 3.2525 2.62 -0.21 0.57 -0.906
C -0.7903 -2.1270 -1.2258 0.54 0.80 0.48 -0.686
N -0.9747 -0.9563 0.8226 -0.44 -3.61 -2.04 -0.802
N -0.4170 -0.9545 -0.3778 -2.02 -3.25 1.41 0.615
P -0.5496 0.3989 1.6333 -2.65 4.30 2.49 0.582
H 0.8446 1.9664 0.3809 1.06 1.41 -0.23 0.444
H 1.7112 1.0645 -1.8134 2.54 2.83 0.51 0.429
H 0.2102 0.7709 -2.6499 1.34 -0.68 1.35 0.347
H 1.4294 -0.4223 -2.4146 1.00 -2.72 -1.03 0.442
H -1.2459 1.1661 4.0317 0.19 0.17 -1.10 0.336
H 0.5160 1.2125 3.7113 -0.36 -0.06 0.14 0.344
H -0.3710 2.4075 2.8487 -0.79 -0.73 0.27 0.317
H -0.4669 -3.0330 -0.7416 0.48 -0.21 0.16 0.301
H -0.3242 -2.0033 -2.1944 -0.27 -0.12 -0.20 0.309
H -1.8704 -2.1686 -1.2074 -0.20 0.19 -0.51 0.288
```
Forces are in eV/Å.

Computed properties:
Relative energy (zero: lowest compared OMol25 entry of this formula, charge and spin) = 5.03 kcal per mole
Net charge = +1
2S+1 = 3
<S²> = 2.0103
Frontier orbital gap (alpha / beta) = 6.4 / 6.8 eV
HOMO (alpha / beta) = -10.5 / -14.5 eV

=====

No. 4
Below is a cluster of 2 separate species, CH3Cl3SSi in total in a non-equilibrium geometry, with properties calculated with ωB97M-V/def2-TZVPD.

XYZ file:
```
9
Properties=species:S:1:pos:R:3:forces:R:3:mulliken_charge:R:1
C 1.2624 0.3521 0.6093 0.57 -0.67 2.38 -0.894
Si -1.4814 0.0890 -0.2369 1.03 -1.47 -1.08 0.645
S 2.2635 0.0944 -0.7068 -0.02 -0.10 -0.46 -0.060
Cl -2.6021 1.7035 -0.1749 -1.26 1.53 -0.18 -0.164
Cl -2.2494 -1.2376 1.1159 -0.19 -0.40 0.06 -0.218
Cl -1.2753 -0.7508 -2.1981 -0.43 0.27 0.82 -0.253
H 1.1990 1.3161 1.0430 0.01 1.00 -0.01 0.433
H 1.1240 -0.4394 1.3840 -0.03 0.38 -0.99 0.383
H 1.7595 -1.1273 -0.8355 0.33 -0.55 -0.55 0.127
```
Forces are in eV/Å.

Computed properties:
Relative energy (zero: lowest compared OMol25 entry of this formula, charge and spin) = 12.22 kcal per mole
2S+1 = 3
<S²> = 2.0063
Frontier orbital gap (alpha / beta) = 7.3 / 8.7 eV
HOMO (alpha / beta) = -6.7 / -10.7 eV

=====

No. 5
Below is the molecule C3H8NOP in a non-equilibrium geometry, with properties calculated with ωB97M-V/def2-TZVPD.

XYZ file:
```
14
Properties=species:S:1:pos:R:3:forces:R:3:mulliken_charge:R:1
C -0.5152 -0.8366 1.6695 -1.32 0.37 -1.19 -1.149
C -0.1153 0.0899 0.3685 0.53 -3.48 2.70 1.049
C 1.4052 0.0048 0.1886 -0.74 0.67 -2.33 -1.198
O -0.8362 1.2889 0.1919 -0.04 0.79 0.80 -0.467
P -1.3509 0.1450 -0.8924 -0.17 -0.34 -0.37 -0.055
N -0.4193 0.6921 -2.2168 -0.27 0.66 -0.36 -0.597
H 0.1218 -1.7550 1.6453 -0.26 0.99 0.28 0.308
H -1.5885 -1.2446 1.5950 1.37 0.79 -0.08 0.345
H -0.4933 -0.2796 2.6376 0.43 -0.43 -0.77 0.287
H 1.8473 0.4397 1.1525 0.12 -0.81 -1.84 0.289
H 1.5931 0.5072 -0.8441 0.28 0.12 2.20 0.364
H 1.6798 -1.0469 -0.1726 -0.25 1.11 1.57 0.321
H -0.7707 0.2822 -3.0695 -0.02 0.11 -0.35 0.256
H -0.5577 1.7129 -2.2535 0.34 -0.56 -0.25 0.247
```
Forces are in eV/Å.

Computed properties:
Relative energy (zero: lowest compared OMol25 entry of this formula, charge and spin) = 24.88 kcal per mole
2S+1 = 1
SMILES = CC1(C)OP1N
Frontier orbital gap = 9.7 eV
HOMO = -8.7 eV

=====

No. 6
Below is the molecule C6H12O in a non-equilibrium geometry, with properties calculated with ωB97M-V/def2-TZVPD.

XYZ file:
```
19
Properties=species:S:1:pos:R:3:forces:R:3:mulliken_charge:R:1
C -0.9395 1.9206 -0.8753 0.26 -0.38 0.18 -1.417
C 0.3538 1.3214 -0.2450 0.80 0.06 -0.02 0.285
C 1.2758 0.6139 -1.1245 0.49 0.28 -0.58 -0.706
C 1.0570 -0.3058 0.0187 -0.93 1.29 0.56 -0.430
C -0.1518 -1.1323 0.3079 -0.48 0.13 0.07 0.484
C -0.0031 -2.2412 1.3511 0.09 -0.07 -0.09 -1.448
O -1.0446 -0.1652 0.9187 -1.21 -0.89 0.73 -0.567
H -1.4492 1.2725 -1.6021 0.20 -0.09 0.28 0.324
H -0.6192 2.8063 -1.4617 0.06 -0.41 0.26 0.353
H -1.6945 2.2989 -0.1694 0.38 -0.38 0.04 0.329
H 0.6936 1.9220 0.5851 0.55 0.23 -0.34 0.342
H 0.8552 0.3368 -2.0861 0.16 0.06 -0.15 0.256
H 2.2689 1.0301 -1.1514 0.46 -0.25 -0.44 0.266
H 1.8881 -0.4187 0.7349 -0.60 0.51 -0.20 0.278
H -0.6056 -1.5355 -0.6104 -0.02 0.09 0.13 0.303
H 0.5274 -3.1284 0.9932 0.04 0.16 -0.08 0.364
H -1.0117 -2.5425 1.6585 0.26 -0.02 -0.06 0.325
H 0.5086 -1.8563 2.2422 -0.07 -0.02 -0.22 0.348
H -1.9094 -0.1967 0.5156 -0.42 -0.31 -0.08 0.311
```
Forces are in eV/Å.

Computed properties:
Relative energy (zero: lowest compared OMol25 entry of this formula, charge and spin) = 76.48 kcal per mole
2S+1 = 1
SMILES = C[C@@H]1C[C@@H]1[C@@H](C)O
Frontier orbital gap = 8.8 eV
HOMO = -7.7 eV